{"formula": "C31H42N3PPb", "method": "wB97M-V/def2-TZVPD", "elements": ["Pb", "N", "N", "C", "C", "C", "C", "H", "H", "H", "C", "C", "H", "H", "H", "C", "C", "H", "H", "H", "C", "H", "H", "H", "C", "H", "H", "H", "C", "H", "C", "H", "C", "H", "C", "H", "C", "C", "H", "C", "C", "H", "C", "H", "N", "C", "C", "C", "H", "C", "C", "H", "H", "H", "C", "H", "C", "C", "H", "H", "H", "C", "H", "H", "H", "C", "P", "C", "C", "H", "H", "H", "H", "H", "H", "H", "H", "H"], "coordinates": [[-0.1624, -0.4074, 1.0550], [-0.5243, -2.5613, 2.5253], [0.2331, -2.8191, -0.7155], [2.1652, 1.9134, 0.7163], [2.9681, 0.7674, 1.0015], [2.7417, 0.3983, 2.3588], [3.3198, -0.7758, 3.0547], [3.9721, -1.3415, 2.3790], [2.5451, -1.4656, 3.4310], [3.9179, -0.4544, 3.9228], [1.8305, 1.3315, 2.9248], [1.2962, 1.2950, 4.3055], [1.9514, 1.8512, 4.9990], [1.2102, 0.2613, 4.6745], [0.2970, 1.7504, 4.3627], [1.4943, 2.2818, 1.9201], [0.5910, 3.4395, 2.0977], [-0.2543, 3.1944, 2.7550], [0.1865, 3.7690, 1.1338], [1.1256, 4.2899, 2.5529], [3.8759, 0.0624, 0.0707], [4.8236, -0.1716, 0.5801], [4.1015, 0.6812, -0.8067], [3.4498, -0.8898, -0.2891], [2.0021, 2.5721, -0.6013], [0.9555, 2.5550, -0.9487], [2.5988, 2.0668, -1.3696], [2.3173, 3.6274, -0.5587], [-1.3300, -2.7467, 3.5834], [-1.3108, -1.9570, 4.3475], [-2.1252, -3.8875, 3.7028], [-2.7826, -3.9834, 4.5618], [-2.0739, -4.8735, 2.7047], [-2.7058, -5.7544, 2.7728], [-1.2024, -4.7073, 1.6395], [-1.0877, -5.4385, 0.8402], [-0.4087, -3.5390, 1.5798], [0.5613, -3.2639, 0.5620], [1.5611, -2.9692, 0.9042], [0.1129, -1.4586, -0.9630], [0.1042, -3.5498, -1.9142], [0.1028, -4.6220, -1.8967], [0.0130, -2.6500, -2.9014], [-0.0744, -2.7557, -3.9702], [0.0756, -1.3771, -2.3209], [0.1772, -0.1514, -3.0728], [1.3929, 0.1912, -3.6821], [1.4514, 1.3479, -4.4613], [2.3849, 1.5983, -4.9742], [0.3314, 2.1656, -4.6364], [0.3933, 3.3998, -5.4926], [0.3601, 4.3220, -4.8919], [-0.4633, 3.4270, -6.1796], [1.3144, 3.4105, -6.0858], [-0.8567, 1.8256, -3.9833], [-1.7444, 2.4541, -4.1150], [-0.9534, 0.6629, -3.2177], [-2.2608, 0.2686, -2.6100], [-2.7076, -0.6112, -3.0981], [-2.9778, 1.0917, -2.7106], [-2.1611, 0.0361, -1.5404], [2.6104, -0.6570, -3.5439], [2.6193, -1.4878, -4.2610], [2.7359, -1.0713, -2.5380], [3.4925, -0.0448, -3.7586], [-4.1287, -0.6140, 0.5719], [-2.8727, 0.5132, 1.2564], [-3.3399, 2.1541, 0.5837], [-3.3886, 0.7432, 3.0005], [-4.0239, -0.7072, -0.5169], [-5.1208, -0.2152, 0.8139], [-4.0217, -1.6207, 0.9981], [-3.1976, 2.9300, 1.3526], [-2.6793, 2.3908, -0.2612], [-4.3844, 2.1610, 0.2323], [-2.7550, 1.5240, 3.4515], [-4.4428, 1.0591, 3.0313], [-3.2416, -0.1840, 3.5754]], "total_charge": -2, "orbital_gap_ev": [3.38, 1.78]}